[1]
A molecular structure, C29H26BrNO5SSiZn at a distorted geometry, computed with the ωB97M-V functional and the def2-TZVPD basis.

Structure (XYZ):
```
65
Properties=species:S:1:pos:R:3:lowdin_charge:R:1
Zn 12.65775 7.20024 9.20776 0.484
O 10.00984 4.55491 7.70629 -0.009
C 10.41174 5.56524 8.27376 -0.623
O 11.57088 5.68931 8.71431 -0.081
C 9.36088 6.71247 8.37693 -0.132
C 8.08619 6.25472 8.04007 -0.040
C 6.99952 7.12770 8.01141 -0.124
C 7.16053 8.43825 8.40037 -0.133
C 8.44650 8.86099 8.69743 -0.169
C 9.57777 8.03312 8.72627 -0.591
S 11.05928 8.88824 9.18586 0.650
H 8.11491 5.28536 7.71092 0.068
H 6.01319 6.74151 7.71312 0.086
H 6.36153 9.16862 8.25138 0.089
H 8.61353 9.87688 9.03962 0.072
C 12.20451 9.31963 12.55104 -0.205
Si 12.82183 7.58831 12.20567 0.392
C 13.71478 7.09491 13.81756 -0.183
C 11.31834 6.46589 12.00466 -0.164
N 13.88650 7.32325 10.82821 -0.104
C 15.24298 7.52031 11.01527 -0.306
C 15.76600 8.37965 12.00801 -0.082
C 17.06550 8.38649 12.41900 -0.121
C 17.98561 7.52723 11.81920 -0.125
C 17.55458 6.72543 10.78444 -0.052
C 16.21523 6.71040 10.42140 -0.246
O 15.82913 5.91831 9.36575 0.043
C 16.53687 6.22685 8.23196 -0.267
C 16.49368 5.27540 7.19809 -0.013
C 17.16734 5.44049 6.01879 -0.099
C 17.81920 6.65487 5.70220 -0.092
C 17.78804 7.60835 6.71288 -0.106
C 17.15716 7.41896 7.91514 -0.045
H 11.94859 9.53117 13.57962 0.010
H 11.41085 9.66512 11.87225 -0.013
H 13.02868 10.05683 12.42818 0.014
H 12.97900 6.79618 14.50649 -0.011
H 14.27617 7.86570 14.36899 0.026
H 14.41772 6.27092 13.62022 0.038
H 10.48540 6.74162 12.64972 0.033
H 11.61752 5.46744 12.25982 0.021
H 10.95158 6.43733 11.00629 -0.028
H 15.03340 9.06918 12.47056 0.090
H 17.38622 9.04805 13.20526 0.088
H 19.04015 7.57471 12.10665 0.086
H 18.21809 6.02966 10.25475 0.127
H 15.87517 4.37583 7.31884 0.127
H 17.06878 4.63084 5.31686 0.088
H 18.27164 6.83022 4.75023 0.078
H 18.27355 8.60033 6.59421 0.109
H 17.09555 8.25363 8.63903 0.136
Br 14.58893 12.37790 10.06197 0.660
C 14.36533 11.67542 8.29198 -0.647
C 14.33409 12.57416 7.21284 -0.150
C 14.20847 12.01924 5.94730 -0.102
C 14.18524 10.63970 5.71116 -0.006
C 14.25692 9.77629 6.83236 -0.114
C 14.29686 10.28919 8.11870 -0.081
C 14.14393 8.28791 6.60961 -0.650
O 14.33096 7.96578 5.44370 0.013
O 13.82349 7.50465 7.53651 -0.068
H 14.49549 13.60086 7.35218 0.067
H 14.16824 12.68656 5.07780 0.094
H 14.26864 10.27710 4.71213 0.099
H 14.15939 9.60184 8.96998 0.095
```

Frontier orbital gap: 0.2294 Ha
HOMO energy: -0.07433 Eh
Charge: -2

---

[2]
A molecular structure, C29H26ClN7O3Pd at a distorted geometry, computed with the ωB97M-V functional and the def2-TZVPD basis.

Structure (XYZ):
```
67
Properties=species:S:1:pos:R:3:lowdin_charge:R:1
Pd 0.75814 -0.18354 0.27942 1.157
O -2.28875 -3.74520 -0.25808 0.058
C -2.39936 -3.91748 1.07265 -0.263
C -3.48260 -4.66374 1.54065 -0.015
C -3.65028 -4.86298 2.89412 -0.082
C -2.74913 -4.32782 3.81507 -0.092
C -1.67832 -3.59333 3.35455 -0.034
C -1.48118 -3.37740 1.98716 -0.092
C -0.35646 -2.55177 1.50431 -0.453
O -0.21918 -2.34144 0.24967 -0.105
N 0.48444 -2.06686 2.42201 0.078
N 1.39989 -1.24019 1.83872 -0.104
C 2.55828 -1.11620 2.39035 -0.045
C 3.71565 -0.63507 1.67475 -0.183
C 4.94128 -0.48264 2.33866 -0.037
C 6.08003 -0.13165 1.64988 -0.089
C 6.00175 0.06434 0.26722 -0.072
C 4.80860 -0.08749 -0.40786 -0.006
C 3.64426 -0.45282 0.28014 -0.365
O 2.52984 -0.61752 -0.42300 -0.188
H -1.49514 -3.17302 -0.38872 0.062
H -4.17768 -5.06697 0.81664 0.115
H -4.49803 -5.43988 3.24333 0.102
H -2.89247 -4.47995 4.87582 0.097
H -0.96713 -3.16029 4.04428 0.106
H 2.66214 -1.54584 3.38193 0.142
H 4.97656 -0.65506 3.40794 0.115
H 7.02093 -0.01469 2.16870 0.101
H 6.89036 0.34255 -0.28535 0.105
H 4.73926 0.05848 -1.47754 0.119
N 0.25497 0.34592 -1.63819 0.138
C -0.40397 0.70093 -2.51687 -0.201
N -1.14636 1.00567 -3.54155 -0.071
C -1.15499 2.35209 -4.12850 -0.137
C -0.58256 2.30141 -5.53673 -0.175
C -1.31418 1.25873 -6.38046 -0.199
C -1.27156 -0.11589 -5.71447 -0.175
C -1.83309 -0.05135 -4.30276 -0.119
H -0.59979 3.01787 -3.47360 0.072
H -2.19447 2.69225 -4.14806 0.134
H 0.48002 2.04741 -5.47793 0.121
H -0.65645 3.29159 -5.98910 0.116
H -0.87362 1.20633 -7.37642 0.112
H -2.35752 1.56595 -6.51201 0.117
H -0.23908 -0.47446 -5.67043 0.121
H -1.84441 -0.84437 -6.29024 0.117
H -1.72061 -0.98989 -3.76399 0.133
H -2.89750 0.19903 -4.32188 0.132
Cl 0.09463 3.70598 -0.96558 0.732
C -0.11757 3.34115 0.72917 -0.586
C -1.13681 3.98919 1.40434 -0.093
C -1.30073 3.76959 2.76026 -0.070
C -0.42735 2.93009 3.44499 -0.080
C 0.57510 2.29019 2.75118 -0.040
C 0.73887 2.44821 1.36772 -0.324
C 1.73776 1.63345 0.68345 -0.062
H -1.79297 4.65855 0.86596 0.107
H -2.11330 4.24199 3.29386 0.106
H -0.56007 2.76775 4.50456 0.109
H 1.25451 1.62262 3.27026 0.119
H 2.52038 1.26644 1.32640 0.063
H 2.01481 1.90326 -0.32706 0.064
N -3.28642 1.90718 4.32516 0.113
C -2.99328 1.07393 3.57780 -0.382
N -2.70919 0.05543 2.77686 0.113
C -1.84882 0.17813 1.84873 -0.318
N -1.17007 0.17314 0.88771 0.061
```

Frontier orbital gap: 0.2322 Ha
HOMO energy: -0.28497 Eh

---

[3]
A molecular structure, C29H26CoN7OS2Te, computed with the ωB97M-V functional and the def2-TZVPD basis.

Structure (XYZ):
```
67
Properties=species:S:1:pos:R:3:lowdin_charge:R:1
Co -0.57889 1.48421 1.24870 0.141
N -1.30532 1.91619 5.19267 0.016
C -1.81307 1.89545 3.95932 -0.150
N -0.82329 1.71136 3.12412 -0.063
C 0.30661 1.60546 3.89570 -0.323
N 0.04648 1.73122 5.18677 0.119
C 1.51456 1.39153 3.16445 -0.203
C 2.79656 1.38718 3.69283 -0.124
N 3.89975 1.26802 2.97571 0.023
C 3.67156 1.16926 1.61971 -0.161
C 2.43013 1.16469 1.05987 -0.153
N 1.29297 1.23840 1.79417 -0.010
H -1.79428 2.00668 6.06338 0.144
H -2.85022 2.00021 3.68867 0.132
H 2.90586 1.49659 4.76831 0.107
H 4.54392 1.08491 0.98415 0.083
H 2.32194 1.08203 -0.01482 0.097
C -2.44647 -3.05238 -4.08880 -0.055
C -1.54060 -2.92269 -2.85637 -0.549
C -2.39712 -3.14129 -1.60984 -0.055
C -0.45363 -4.00558 -2.89468 -0.032
C -0.86427 -1.55219 -2.85002 -0.152
C -0.17266 -1.12105 -3.99684 -0.036
C 0.43585 0.11357 -4.06135 -0.082
C 0.38130 0.92944 -2.93678 -0.458
S 0.97483 2.54783 -2.73867 1.120
C 0.39365 2.53836 -1.11280 -0.536
N -0.16337 1.42378 -0.72044 0.019
C -0.23815 0.49801 -1.76307 -0.265
C -0.89057 -0.73400 -1.73544 0.018
C 0.44978 3.65191 -0.18947 -0.238
C 0.95838 4.90864 -0.50910 -0.051
C 0.91472 5.90993 0.44216 -0.098
C 0.36262 5.63469 1.69042 -0.084
C -0.13215 4.37365 1.99646 -0.067
C -0.10082 3.34358 1.05972 -0.108
H -2.93732 -4.02854 -4.08500 0.081
H -1.88914 -2.96432 -5.02263 0.068
H -3.21936 -2.28127 -4.08078 0.091
H -2.87578 -4.12171 -1.67031 0.087
H -3.18032 -2.38567 -1.52165 0.095
H -1.80167 -3.11516 -0.69725 0.049
H -0.91335 -4.99744 -2.90643 0.085
H 0.18648 -3.93477 -2.01298 0.073
H 0.17451 -3.91209 -3.78371 0.079
H -0.12569 -1.76534 -4.86565 0.104
H 0.93493 0.44190 -4.96392 0.104
H -1.40507 -1.01503 -0.82583 0.009
H 1.37980 5.10087 -1.49028 0.095
H 1.30323 6.89530 0.21985 0.094
H 0.32246 6.41794 2.43892 0.097
H -0.54359 4.20553 2.98436 0.093
Te -1.27933 -1.09396 1.84766 0.953
C 0.17886 -2.44862 1.14100 -0.647
C 0.04152 -3.81553 1.40183 -0.185
C 0.96443 -4.73478 0.92472 -0.117
C 2.05508 -4.31225 0.17380 -0.129
C 2.20437 -2.95861 -0.09212 -0.102
C 1.27598 -2.04116 0.38261 -0.151
H -0.80247 -4.16127 1.98800 0.081
H 0.83171 -5.78843 1.14303 0.092
H 2.77784 -5.02883 -0.19692 0.090
H 3.05051 -2.60716 -0.67166 0.099
H 1.41388 -0.99052 0.17246 0.059
O -4.56030 2.46227 -0.23969 -0.588
S -3.11686 2.20724 -0.24735 0.710
N -2.48196 1.79385 1.02710 -0.433
```

Frontier orbital gap (spin up / spin down): 0.1781 / 0.2271 Ha
2S+1: 2
HOMO energy (spin up / spin down): -0.09635 / -0.14534 Eh
Charge: -1

---

| no. | energy (hartree) |
| --- | --- |
| 1 | -6592.88524 |
| 2 | -2317.68951 |
| 3 | -4026.48014 |